# CH2BrN2O3

An isolated ion of composition CH2BrN2O3 and charge +1 (ωB97M-V/def2-TZVPD, the OMol25 dataset).

Calculated values
orbital gap (spin up / spin down): 0.279 / 0.327 Ha
E_HOMO (spin up / spin down): -15.124 / -16.292 eV
energy: -80218.6275 eV
net charge: +1
SMILES: O=[N+]([O-])/C(Br)=[NH+]/O
multiplicity: 1
molecular weight: 169.942 g/mol

Geometry as XYZ:
```
9
CH2BrN2O3 (ωB97M-V/def2-TZVPD)
C -2.26250 0.39138 -0.07298
N -2.73796 1.79291 -0.01931
N -0.60930 0.12003 -0.01554
O -1.89091 2.62690 -0.03740
O -3.92143 1.86214 0.03144
O -0.17139 -1.11423 -0.11252
Br -3.32155 -1.04640 -0.07942
H -0.04686 0.96570 -0.12378
H 0.80389 -1.16032 -0.04278
```

# CH2BrN3

One molecule with the formula CH2BrN3 (ωB97M-V/def2-TZVPD, the OMol25 dataset).

Calculated values
orbital gap (spin up / spin down): 0.268 / 0.274 Ha
E_HOMO (spin up / spin down): -8.817 / -8.841 eV
energy: -75576.6155 eV
net charge: 0
multiplicity: 1
molecular weight: 135.952 g/mol

Geometry as XYZ:
```
7
CH2BrN3 (ωB97M-V/def2-TZVPD)
C -1.03202 -0.11067 -0.44382
N -0.29121 0.84013 0.12635
N 1.18243 -0.84118 0.20584
N 0.94099 0.41655 0.11493
Br -2.84305 -0.08452 0.10004
H 0.40399 -1.24913 -0.31785
H 1.63887 1.02882 0.21450
```

# CH2BrNOS

A 2-piece molecular cluster, CH2BrNOS overall (ωB97M-V/def2-TZVPD, the OMol25 dataset).

Calculated values
orbital gap: 0.338 Ha
E_HOMO: -9.896 eV
energy: -85482.3827 eV
net charge: 0
multiplicity: 1
molecular weight: 156.004 g/mol

Geometry as XYZ:
```
7
CH2BrNOS (ωB97M-V/def2-TZVPD)
C -1.92490 -0.50442 0.78636
N 0.82701 0.53157 0.82256
O -2.15249 -0.06848 1.81807
S 1.03976 -0.78474 0.03845
Br 0.15626 -2.72639 0.91561
H 0.02649 0.85460 1.34795
H 0.06489 -1.07615 -0.98585
```

# CH2BrP

A 2-piece molecular cluster, CH2BrP overall (ωB97M-V/def2-TZVPD, the OMol25 dataset).

Calculated values
orbital gap: 0.330 Ha
E_HOMO: -9.336 eV
energy: -80396.9532 eV
net charge: 0
multiplicity: 1
molecular weight: 124.905 g/mol

Geometry as XYZ:
```
5
CH2BrP (ωB97M-V/def2-TZVPD)
C -0.29087 0.25269 0.20017
P -0.42573 -1.15907 -0.69392
Br -1.24531 1.79885 0.02083
H 1.15036 0.54569 0.78085
H 0.81154 -1.43816 -0.30793
```

# CH2Cl2

One molecule with the formula CH2Cl2 (ωB97M-V/def2-TZVPD, the OMol25 dataset).

Calculated values
orbital gap: 0.445 Ha
E_HOMO: -11.108 eV
energy: -26114.1671 eV
net charge: 0
SMILES: ClCCl
multiplicity: 1
molecular weight: 84.933 g/mol

Geometry as XYZ:
```
5
CH2Cl2 (ωB97M-V/def2-TZVPD)
C 7.56718 5.38323 -0.67820
Cl 5.83933 5.67268 -0.28571
Cl 8.01822 6.08713 -2.21552
H 8.12910 5.93957 0.05828
H 7.68964 4.31555 -0.78411
```

# CH2Cl2FNS

A 2-piece molecular cluster, CH2Cl2FNS overall (ωB97M-V/def2-TZVPD, the OMol25 dataset).

Calculated values
orbital gap (spin up / spin down): 0.274 / 0.273 Ha
E_HOMO (spin up / spin down): -8.789 / -8.794 eV
energy: -41154.6679 eV
net charge: 0
SMILES: FC(Cl)Cl.N=S
multiplicity: 1
molecular weight: 150.005 g/mol

Geometry as XYZ:
```
8
CH2Cl2FNS (ωB97M-V/def2-TZVPD)
C -1.51140 0.21257 -0.00102
N 2.24240 -0.19324 -0.12705
F -2.04865 1.13023 -0.99516
S 3.04496 -1.20842 0.68899
Cl -2.82907 -0.12919 1.05743
Cl -0.79974 -1.22751 -0.89488
H 2.62413 0.71798 -0.24862
H -0.72262 0.69758 0.52032
```

# CH2Cl2FPS

A 2-piece molecular cluster, CH2Cl2FPS overall (ωB97M-V/def2-TZVPD, the OMol25 dataset).

Calculated values
orbital gap (spin up / spin down): 0.259 / 0.259 Ha
E_HOMO (spin up / spin down): -9.306 / -9.276 eV
energy: -48953.6770 eV
net charge: 0
multiplicity: 1
molecular weight: 166.972 g/mol

Geometry as XYZ:
```
8
CH2Cl2FPS (ωB97M-V/def2-TZVPD)
C -0.37865 -0.39864 0.22932
F -0.04927 -0.18285 1.53800
P -2.19995 -0.38534 0.06098
S -2.77150 2.40579 0.44235
Cl -2.61655 -2.11292 0.90513
Cl -2.14317 -0.60644 -1.88550
H -0.09452 0.53701 -0.19793
H -0.04429 -1.38120 0.04088
```

# CH2Cl2N2

One molecule with the formula CH2Cl2N2 (ωB97M-V/def2-TZVPD, the OMol25 dataset).

Calculated values
orbital gap (spin up / spin down): 0.245 / 0.326 Ha
E_HOMO (spin up / spin down): -5.915 / -10.257 eV
energy: -29089.5589 eV
net charge: 0
multiplicity: 3
⟨S²⟩: 2.008
molecular weight: 112.947 g/mol

Geometry as XYZ:
```
7
CH2Cl2N2 (ωB97M-V/def2-TZVPD)
C 0.08690 0.17871 -0.01213
N 1.13323 -1.07915 -0.00165
N -1.22065 -0.03135 -0.07149
Cl 0.68578 1.73710 0.15741
Cl 2.72152 -0.56212 -0.04908
H -1.55878 -0.97398 -0.15562
H -1.84801 0.73078 0.13256
```

no.,largest force on an atom (eV/A)
1,7.242
2,6.674
3,2.175
4,5.210
5,0.981
6,3.148
7,2.893
8,4.617